DFT (ωB97M-V/def2-TZVPD) results for C5H6F6N3O7PS2 as an isolated structure at a distorted geometry.

CARTESIAN COORDINATES (ANGSTROEM)
O (2.16449, 1.98869, -3.11729)
P (2.25454, 1.59832, -1.70056)
O (0.85868, 0.84232, -1.21323)
O (3.46969, 0.51450, -1.39955)
N (2.36801, 3.01549, -0.62289)
C (2.86758, 2.80796, 0.67895)
C (2.75514, 4.14699, 1.22551)
N (2.22864, 4.97175, 0.21589)
C (1.98037, 4.27657, -0.94528)
H (0.90127, 0.91146, -0.23066)
H (3.29912, 0.15670, -0.49984)
H (3.22287, 1.87002, 1.15911)
H (3.02474, 4.44656, 2.25783)
H (2.02129, 5.96308, 0.32628)
H (1.57128, 4.60924, -1.92290)
C (-0.15012, -2.96624, -0.97638)
F (0.75122, -2.36073, -1.77317)
F (-0.58887, -4.04993, -1.63759)
F (0.52628, -3.42747, 0.09635)
S (-1.52025, -1.85066, -0.49872)
O (-2.13700, -1.48092, -1.74553)
O (-0.87136, -0.76746, 0.20761)
N (-2.30722, -2.88977, 0.39266)
S (-3.62977, -2.30797, 1.05534)
O (-4.72035, -2.02805, 0.15778)
O (-3.43889, -1.34079, 2.10850)
C (-4.12674, -3.84103, 1.92206)
F (-3.18843, -4.25389, 2.79765)
F (-4.32010, -4.86410, 1.06786)
F (-5.26610, -3.69062, 2.61422)

Molecular weight: 429.213 g mol⁻¹
Net charge: 0
HOMO energy: -8.53 eV
LUMO energy: -2.2 eV
Spin multiplicity: 1
Strongest force on any atom: 5.38 eV/Å
Gap between HOMO and LUMO: 0.2321 Eh

These are the Löwdin partial charges, in e, on atoms 1 to 8:
1 O -0.2247
2 P 0.5581
3 O -0.1024
4 O -0.0945
5 N -0.1142
6 C 0.0038
7 C 0.0085
8 N 0.0953

***

DFT (ωB97M-V/def2-TZVPD) results for C4H6AgO4 as an isolated structure at a distorted geometry.

CARTESIAN COORDINATES (ANGSTROEM)
O (0.12223, -0.57689, 0.13168)
C (-0.67036, 0.22127, -0.52479)
O (-0.22122, 1.29110, -0.92044)
Ag (-0.21827, 3.53610, -1.77202)
O (-1.80083, -0.31340, -0.82328)
C (-2.64602, 0.34105, -1.79336)
H (-2.89706, 1.34469, -1.43305)
H (-2.13959, 0.36717, -2.76411)
H (-3.54441, -0.27553, -1.85267)
C (2.14382, -0.31053, 1.25120)
H (2.81723, -0.31945, 0.38355)
H (1.96390, 0.69706, 1.65250)
C (2.40896, -1.23447, 2.17377)
O (2.04988, -2.22841, 2.78083)
H (2.63174, -2.53977, 3.51019)

⟨S²⟩: 0.76
Molecular weight: 225.956 g mol⁻¹
Net charge: +2
HOMO energy (spin up / spin down): -18.99 / -18.74 eV
LUMO energy (spin up / spin down): -8.7 / -10.9 eV
Spin multiplicity: 2
Strongest force on any atom: 3.39 eV/Å
Gap between HOMO and LUMO (spin up / spin down): 0.3789 / 0.2897 Eh

These are the Löwdin partial charges, in e, on atoms 1 to 8:
1 O 0.2609
2 C -0.6687
3 O 0.0536
4 Ag 0.9370
5 O 0.0722
6 C 0.0296
7 H 0.1025
8 H 0.1146

***

DFT (ωB97M-V/def2-TZVPD) results for a 2-piece molecular cluster, C6H15N overall at a distorted geometry.

CARTESIAN COORDINATES (ANGSTROEM)
C (-1.31002, 0.04399, -0.47530)
N (-0.30099, 0.44482, 0.36004)
C (2.92172, 0.32607, 1.29658)
C (2.79318, 0.22169, -0.21978)
C (2.25934, -1.11222, -0.67868)
C (-2.65404, -0.29882, 0.11489)
C (-3.81206, 0.49219, -0.44833)
H (-1.03271, -0.16647, -1.55044)
H (-0.62353, -0.64965, 0.60334)
H (3.67197, -0.34780, 1.71226)
H (1.89053, 0.16843, 1.70518)
H (3.18677, 1.43726, 1.61067)
H (3.71559, 0.61555, -0.71363)
H (1.86674, 0.96626, -0.46784)
H (2.84588, -1.99786, -0.43555)
H (1.32521, -1.34365, -0.18241)
H (2.11367, -1.06372, -1.78417)
H (-2.64494, 0.09794, 1.16996)
H (-2.98758, -1.27347, 0.11760)
H (-4.77019, 0.37283, 0.12999)
H (-4.01307, 0.43663, -1.63760)
H (-3.62614, 1.59661, -0.33396)

SMILES: [H]/N=C\CC.CCC
Molecular weight: 101.193 g mol⁻¹
Net charge: 0
HOMO energy: -8.59 eV
Relative energy (zero: lowest compared OMol25 entry of this formula, charge and spin): 5.045 eV
LUMO energy: 0.4 eV
Spin multiplicity: 1
Strongest force on any atom: 4.85 eV/Å
Gap between HOMO and LUMO: 0.3291 Eh

These are the Löwdin partial charges, in e, on atoms 1 to 8:
1 C -0.2276
2 N 0.0312
3 C -0.1643
4 C -0.3702
5 C -0.1636
6 C -0.2824
7 C -0.1518
8 H 0.1314

***

DFT (ωB97M-V/def2-TZVPD) results for C27H27BO4 as an isolated structure at a distorted geometry.

CARTESIAN COORDINATES (ANGSTROEM)
C (-3.83268, -2.41032, 1.79130)
C (-2.44447, -2.02034, 1.88396)
C (-1.59901, -1.91751, 2.97229)
C (-0.29971, -1.79950, 2.47849)
C (-0.36543, -2.05078, 1.09458)
B (-0.17874, 2.15705, -0.47291)
C (0.44144, 2.30000, 0.96024)
C (0.39306, 3.32211, 1.93016)
C (1.36182, 3.00536, 2.91813)
C (1.88648, 1.78544, 2.67306)
C (2.95024, 1.11254, 3.44244)
O (1.38262, 1.33977, 1.49493)
C (0.62561, -2.24981, 0.13088)
C (0.53885, -2.87727, -1.11860)
C (1.84085, -3.30813, -1.44759)
C (2.69130, -2.77502, -0.45772)
C (4.09938, -2.93661, -0.13212)
O (1.97165, -2.13161, 0.51788)
C (-1.44967, 1.29459, -0.62391)
C (-2.03883, 0.36402, -1.50949)
C (-3.43514, 0.33519, -1.31749)
C (-3.63300, 1.13836, -0.19309)
C (-4.71544, 1.99121, 0.23765)
O (-2.39697, 1.50108, 0.35457)
O (-1.69549, -1.99959, 0.72048)
H (-4.25633, -2.55667, 2.79841)
H (-4.50843, -1.73424, 1.27352)
H (-3.92459, -3.38945, 1.27790)
H (-1.91790, -1.94096, 4.00399)
H (0.59935, -1.61811, 3.08185)
H (-0.24810, 4.18522, 1.92043)
H (1.70526, 3.62584, 3.72778)
H (3.54740, 1.95921, 3.83248)
H (2.63864, 0.60793, 4.38375)
H (3.61926, 0.44999, 2.87435)
H (-0.34076, -2.88541, -1.74867)
H (2.17004, -3.92684, -2.28907)
H (4.33302, -4.01521, 0.04131)
H (4.77251, -2.57257, -0.90197)
H (4.30043, -2.39893, 0.81192)
H (-1.52266, -0.30213, -2.18660)
H (-4.21112, -0.07333, -1.98303)
H (-5.36116, 2.27661, -0.61347)
H (-5.37903, 1.53292, 0.99351)
H (-4.30535, 2.92064, 0.68015)
C (1.13459, 0.70200, -1.16224)
C (1.00369, 2.15184, -1.52616)
C (0.27392, 2.50677, -2.75607)
C (0.51877, 2.12781, -4.05468)
C (1.33236, 1.03256, -4.44337)
C (1.62156, -0.02600, -3.59467)
C (1.38038, -0.18707, -2.23516)
H (1.84991, 0.50478, -0.38250)
H (1.76422, 2.85555, -1.18505)
H (-0.50173, 3.28628, -2.67213)
H (0.18479, 2.77266, -4.89126)
H (1.73754, 0.97684, -5.48300)
H (2.11379, -0.88860, -4.02668)
H (1.77705, -1.13015, -1.89365)

Molecular weight: 426.321 g mol⁻¹
Net charge: 0
HOMO energy: -6.74 eV
Relative energy (zero: lowest compared OMol25 entry of this formula, charge and spin): 3.264 eV
LUMO energy: -0.8 eV
Spin multiplicity: 1
Strongest force on any atom: 5.39 eV/Å
Gap between HOMO and LUMO: 0.2169 Eh

These are the Löwdin partial charges, in e, on atoms 1 to 8:
1 C -0.0301
2 C -0.3106
3 C -0.0296
4 C 0.0078
5 C -0.1837
6 B -0.2346
7 C -0.0748
8 C -0.0136

***

DFT (ωB97M-V/def2-TZVPD) results for C44H32Cl4N6O2Rh as an isolated structure.

CARTESIAN COORDINATES (ANGSTROEM)
Rh (0.12598, 0.68647, -0.15095)
Cl (5.36824, 5.02144, -2.58624)
C (4.45865, 3.62732, -2.14015)
C (5.12198, 2.36241, -2.03184)
Cl (6.81524, 2.26817, -2.33866)
C (4.42116, 1.23211, -1.70094)
Cl (5.17895, -0.31307, -1.59962)
C (3.01236, 1.28157, -1.45064)
O (2.31744, 0.27525, -1.22520)
C (2.33809, 2.59541, -1.50538)
O (1.12111, 2.64937, -1.25376)
C (3.11400, 3.73322, -1.89962)
Cl (2.27762, 5.23228, -2.04478)
C (-1.86165, 0.02770, -6.78141)
C (-0.38356, -0.24486, -6.70745)
C (0.33646, -0.63706, -7.82838)
C (1.70134, -0.89217, -7.76738)
C (2.37010, -0.72429, -6.56788)
C (1.67819, -0.31381, -5.43558)
C (0.30057, -0.10108, -5.49109)
N (-0.44843, 0.33055, -4.37393)
C (-0.27528, 0.02458, -3.04064)
N (0.40153, -1.11515, -2.79508)
C (0.30031, -1.89419, -1.62148)
C (-0.06616, -1.33488, -0.40670)
C (-0.30670, -2.19895, 0.65706)
C (-0.11720, -3.56695, 0.52841)
C (0.35813, -4.08484, -0.66869)
C (0.56987, -3.25980, -1.76351)
C (1.08017, -3.81637, -3.06895)
N (-0.82074, 0.73434, -2.09344)
C (-1.71350, 1.76384, -2.50036)
C (-1.26633, 2.86636, -3.22413)
C (-2.15651, 3.85882, -3.60741)
C (-3.49628, 3.75281, -3.25936)
C (-3.93211, 2.65746, -2.52582)
C (-3.05680, 1.65161, -2.13266)
C (-3.51616, 0.49032, -1.29414)
H (-2.24588, -0.21270, -7.77164)
H (-2.08984, 1.08069, -6.58556)
H (-2.40988, -0.55941, -6.04064)
H (-0.19192, -0.75821, -8.76829)
H (2.23744, -1.20251, -8.65602)
H (3.44020, -0.88421, -6.50910)
H (2.21959, -0.11374, -4.51780)
H (-1.08182, 1.09692, -4.53740)
H (0.74101, -1.59494, -3.60522)
H (-0.60005, -1.79312, 1.61879)
H (-0.29029, -4.22109, 1.37533)
H (0.57093, -5.14524, -0.75966)
H (1.22125, -4.89368, -2.98944)
H (2.04494, -3.37397, -3.34132)
H (0.38397, -3.64072, -3.89793)
H (-0.20561, 2.96091, -3.42788)
H (-1.79604, 4.72502, -4.14947)
H (-4.19631, 4.52992, -3.54374)
H (-4.97348, 2.58818, -2.22967)
H (-4.53051, 0.65388, -0.93144)
H (-2.85489, 0.35260, -0.43859)
H (-3.49352, -0.44315, -1.86311)
N (-1.10799, 2.91250, 9.90884)
C (-0.95372, 2.69535, 8.78904)
C (-0.76108, 2.42277, 7.38763)
C (-0.77631, 1.11118, 6.91857)
C (-0.60039, 0.84839, 5.57267)
C (-0.41102, 1.87946, 4.64136)
C (-0.38968, 3.19582, 5.13671)
C (-0.56047, 3.46576, 6.47990)
C (-0.21549, 1.59437, 3.21363)
C (-0.95387, 2.35237, 2.24805)
C (-1.95389, 3.30093, 2.51076)
C (-2.32629, 3.87138, 1.27898)
C (-1.57032, 3.23948, 0.31403)
N (-0.74586, 2.30051, 0.87544)
C (0.78196, 0.63746, 2.86201)
C (1.68908, -0.01437, 3.71328)
C (2.54584, -0.78787, 2.90674)
C (2.14505, -0.58700, 1.60346)
N (1.08344, 0.27719, 1.56411)
H (-0.93903, 0.30262, 7.62021)
H (-0.62056, -0.17418, 5.21805)
H (-0.22078, 4.00467, 4.43864)
H (-0.52300, 4.48546, 6.84279)
H (-2.34636, 3.54613, 3.48618)
H (-3.05525, 4.65163, 1.10654)
H (-1.52536, 3.46602, -0.73500)
H (1.73389, 0.09106, 4.78565)
H (3.36661, -1.41106, 3.23349)
H (2.56103, -0.99758, 0.69734)

⟨S²⟩: 6.06
Molecular weight: 921.498 g mol⁻¹
Net charge: -1
HOMO energy (spin up / spin down): -2.73 / -4.47 eV
Relative energy (zero: lowest compared OMol25 entry of this formula, charge and spin): 0.597 eV
LUMO energy (spin up / spin down): 2.0 / 0.8 eV
Spin multiplicity: 5
Strongest force on any atom: 0.31 eV/Å
Gap between HOMO and LUMO (spin up / spin down): 0.1748 / 0.1954 Eh

These are the Löwdin partial charges, in e, on atoms 1 to 8:
1 Rh 1.2670
2 Cl 0.6578
3 C -0.7041
4 C -0.7040
5 Cl 0.6576
6 C -0.6189
7 Cl 0.6970
8 C -0.3714

***

DFT (ωB97M-V/def2-TZVPD) results for C2HLiO2Pb as an isolated structure at a distorted geometry.

CARTESIAN COORDINATES (ANGSTROEM)
O (-1.97895, 0.16767, -1.91369)
C (-2.96215, 0.08349, -1.27794)
Pb (-0.05631, -1.10747, -1.22745)
Li (-0.08659, 1.37560, -0.48357)
H (-3.79316, -0.45124, -0.86810)
C (-1.82719, 1.23263, 0.94483)
O (-2.09777, 1.23702, 2.05045)

Molecular weight: 271.169 g mol⁻¹
Net charge: +2
HOMO energy (spin up / spin down): -17.59 / -17.23 eV
LUMO energy (spin up / spin down): -11.1 / -11.0 eV
Spin multiplicity: 1
Strongest force on any atom: 3.30 eV/Å
Gap between HOMO and LUMO (spin up / spin down): 0.2398 / 0.2291 Eh

Here is what Löwdin gives for the atomic charges, in e:
1 O -0.2501
2 C 0.0132
3 Pb 1.3468
4 Li 0.5893
5 H 0.1319
6 C -0.0069
7 O 0.1758